[1]
C18H24F17NO3P | ωB97M-V with the def2-TZVPD basis set

Geometry as XYZ:
```
64
Properties=species:S:1:pos:R:3:lowdin_charge:R:1
C -1.8856 0.0561 1.6255 -0.08
C -1.4123 0.2389 0.1843 -0.25
C -0.1466 1.1005 0.0824 -0.17
C -0.3999 2.6311 -0.1090 -0.40
C -1.8289 3.1507 0.1977 -0.07
P 0.7198 3.6232 0.8529 1.13
O 0.9168 5.0780 0.1325 -0.13
C 1.3999 5.0295 -1.0917 -0.36
N 1.6820 5.0121 -2.2044 0.23
C 2.4129 2.9996 1.1413 -0.42
C 3.2168 4.0321 1.9545 -0.03
F 2.3363 1.8076 1.8285 -0.03
H -1.0577 -0.3441 2.2168 0.08
H -2.6886 -0.6755 1.6959 0.08
H -2.2059 0.9806 2.1071 0.06
H -1.1333 -0.7503 -0.1822 0.12
H -2.2008 0.5882 -0.4758 0.08
H 0.4253 0.7764 -0.7879 0.13
H 0.4785 0.8743 0.9452 0.09
H -0.2143 2.8704 -1.1604 0.13
H -2.5117 2.7955 -0.5670 0.09
H -2.1625 2.8550 1.1890 0.08
H -1.8402 4.2447 0.1708 0.08
H 0.1424 3.9749 2.0723 0.12
H 2.9090 2.8359 0.1797 0.15
H 4.2418 4.0874 1.6036 0.10
H 2.7523 5.0188 1.9534 0.08
H 3.2140 3.6878 2.9892 0.10
C -6.0200 -0.4428 -2.5168 -0.05
C -4.5170 -0.5600 -2.2475 -0.43
C -3.6008 -0.8662 -3.4335 -0.30
F -3.8782 -2.0684 -3.9618 0.11
F -2.3180 -0.8803 -2.9819 0.08
F -4.2828 -1.4250 -1.2414 0.14
F -4.1053 0.6808 -1.8087 0.07
O -6.7968 -1.5719 -2.2141 0.06
C -7.0099 -2.5549 -3.1446 -0.54
C -6.4468 -3.9007 -2.6736 -0.28
F -5.1245 -3.7869 -2.4215 0.10
F -6.6232 -4.8092 -3.6530 0.11
F -6.5280 -2.2133 -4.3520 0.15
F -8.3450 -2.7135 -3.2668 0.15
H -6.3685 0.3193 -1.8201 0.15
H -6.2143 -0.0634 -3.5210 0.15
H -3.6914 -0.0934 -4.2013 0.18
H -6.9634 -4.2262 -1.7688 0.18
C 5.0142 -3.3574 2.4444 -0.04
C 4.7752 -3.4031 0.9324 -0.44
C 5.9452 -3.0294 0.0205 -0.30
F 6.3259 -1.7504 0.2358 0.09
F 5.5417 -3.1407 -1.2635 0.10
F 3.6866 -2.6654 0.6136 0.13
F 4.4945 -4.7047 0.6374 0.11
O 4.5600 -2.1982 3.1114 0.06
C 5.3551 -1.1047 3.2696 -0.55
C 4.7601 0.1125 2.5548 -0.29
F 4.5989 -0.1234 1.2349 0.09
F 5.5950 1.1713 2.6924 0.09
F 6.6232 -1.3237 2.8898 0.16
F 5.3687 -0.7932 4.5873 0.15
H 4.3955 -4.1576 2.8477 0.15
H 6.0467 -3.5994 2.6971 0.15
H 6.7938 -3.6977 0.1863 0.18
H 3.7938 0.3622 2.9920 0.15
```

Computed properties:
Orbital gap = 9.632 eV
Charge = +1

=====

[2]
C18H24N2O2ReSi | ωB97M-V with the def2-TZVPD basis set

Geometry as XYZ:
```
48
Properties=species:S:1:pos:R:3:lowdin_spin:R:1
Re 0.3153 1.1046 -0.4388 0.88
N 4.0244 1.3530 1.3510 0.00
C 2.7458 1.4085 1.1121 0.01
O 2.2840 0.9505 0.0052 0.03
C 1.7254 1.9545 2.0525 0.00
C 0.5778 2.4542 1.1674 0.00
H 4.6535 0.9495 0.6687 0.00
H 4.4123 1.7126 2.2106 0.00
H 2.1361 2.7224 2.7096 0.00
H 1.4024 1.1198 2.6835 0.00
H 0.8648 3.4204 0.7403 0.01
H -0.3259 2.6128 1.7522 0.00
C -3.4915 1.5978 -2.1139 0.00
Si -2.4203 1.9932 -0.6686 0.02
C -3.2765 2.7669 0.7663 0.01
C -0.9195 3.0602 -1.2390 0.02
N -1.4613 0.5609 -0.2157 0.00
C -1.8074 -0.7748 0.0344 0.01
C -3.0759 -1.2358 0.3582 -0.01
C -3.2558 -2.5918 0.5850 0.00
C -2.1831 -3.4702 0.4969 -0.01
C -0.9004 -3.0204 0.1889 0.00
C -0.7526 -1.6741 -0.0311 -0.01
O 0.4630 -1.0304 -0.3615 0.01
C 1.6417 -1.8319 -0.5103 0.01
C 2.0646 -2.1178 -1.7886 0.00
C 3.2200 -2.8774 -1.9317 0.00
C 3.9024 -3.3257 -0.8094 0.00
C 3.4411 -3.0211 0.4663 0.00
C 2.2930 -2.2579 0.6286 0.00
H -3.9454 2.5145 -2.4984 0.00
H -4.3065 0.9279 -1.8339 0.00
H -2.9271 1.1313 -2.9227 0.00
H -3.6775 3.7439 0.4862 0.00
H -2.6376 2.8978 1.6390 0.00
H -4.1260 2.1452 1.0598 0.00
H -1.1333 3.2997 -2.2841 0.00
H 0.1765 2.8359 -1.3843 0.00
H -0.9168 3.9685 -0.6373 0.00
H -3.9069 -0.5460 0.4346 0.00
H -4.2379 -2.9679 0.8340 0.00
H -2.3392 -4.5259 0.6701 0.00
H -0.0675 -3.7049 0.1175 0.00
H 1.5039 -1.7740 -2.6486 0.00
H 3.5770 -3.1252 -2.9217 0.00
H 4.7950 -3.9245 -0.9277 0.00
H 3.9690 -3.3863 1.3368 0.00
H 1.9030 -2.0224 1.6115 0.00
```

Computed properties:
Multiplicity = 2
Orbital gap (alpha / beta) = 6.952 / 7.381 eV
Energy above the lowest of the compared OMol25 structures with the same formula, charge and spin = 19.00 kJ/mol
Charge = +2

=====

[3]
C18H24N2O4S | ωB97M-V with the def2-TZVPD basis set

Geometry as XYZ:
```
49
Properties=species:S:1:pos:R:3:lowdin_charge:R:1
C -0.4406 2.2050 2.1014 -0.07
O -0.1199 1.0163 1.4136 -0.09
C 0.0684 -0.1149 2.1404 -0.21
C -0.1598 -0.2372 3.5064 0.00
C 0.0393 -1.4503 4.1437 -0.07
C 0.4671 -2.5592 3.4379 -0.08
C 0.7073 -2.4484 2.0793 -0.01
C 0.5086 -1.2428 1.4285 -0.17
N 0.8267 -1.1271 0.0476 0.03
C 2.2460 -1.0147 -0.2620 -0.02
C 2.6838 0.4640 -0.2548 -0.46
O 3.2400 0.9564 0.7057 0.06
N 2.3808 1.0849 -1.4024 0.13
C 2.6005 2.5030 -1.6874 -0.58
C 2.1474 2.7428 -3.1265 -0.04
C 1.7724 3.3511 -0.7186 -0.03
C 4.0889 2.8243 -1.5382 -0.03
C -0.0710 -0.9418 -0.9352 -0.41
O 0.2613 -0.6961 -2.0862 0.06
C -1.5399 -1.1059 -0.5660 -0.27
C -2.1807 -2.1670 -1.4544 -0.39
S -3.9786 -1.8608 -1.3786 0.99
C -3.7759 -0.1538 -0.9521 -0.71
O -4.6895 0.5971 -0.7767 0.03
C -2.3059 0.1781 -0.8613 -0.11
H -1.4094 2.1272 2.6054 0.10
H -0.4918 2.9819 1.3410 0.09
H 0.3344 2.4627 2.8278 0.11
H -0.4867 0.6122 4.0839 0.11
H -0.1424 -1.5221 5.2051 0.11
H 0.6198 -3.5018 3.9390 0.10
H 1.0525 -3.2981 1.5092 0.12
H 2.4221 -1.4555 -1.2462 0.13
H 2.8095 -1.5509 0.5023 0.14
H 1.7923 0.5788 -2.0550 0.11
H 2.7302 2.1346 -3.8145 0.09
H 2.2812 3.7881 -3.3918 0.09
H 1.0960 2.4885 -3.2430 0.08
H 2.0758 3.1347 0.3018 0.08
H 1.9228 4.4090 -0.9161 0.09
H 0.7158 3.1170 -0.8314 0.08
H 4.6759 2.2150 -2.2217 0.09
H 4.2691 3.8728 -1.7590 0.08
H 4.4110 2.6159 -0.5222 0.07
H -1.6528 -1.3821 0.4849 0.15
H -1.8534 -2.0541 -2.4891 0.09
H -1.9873 -3.1822 -1.1154 0.08
H -1.9952 0.5684 -1.8369 0.14
H -2.1430 0.9528 -0.1131 0.12
```

Computed properties:
Orbital gap = 9.513 eV
Energy above the lowest of the compared OMol25 structures with the same formula, charge and spin = 29.38 kJ/mol

=====

[4]
C18H24N2O5 | ωB97M-V with the def2-TZVPD basis set

Geometry as XYZ:
```
49
Properties=species:S:1:pos:R:3:lowdin_charge:R:1
C 3.3274 3.0738 0.7191 -0.06
C 4.5005 2.3206 0.1106 -0.20
O 4.4338 0.9364 0.4720 0.00
C 3.7660 0.1304 -0.3389 -0.50
O 3.3219 0.4254 -1.4156 0.12
C 3.6561 -1.2766 0.2568 -0.01
N 2.3129 -1.7570 0.0490 -0.02
C 2.0131 -3.0419 -0.5562 -0.02
C 0.5224 -3.1762 -0.3211 -0.38
C -0.4927 -3.8489 -1.2160 0.03
C -1.5682 -3.9842 -0.4486 0.01
C -1.1713 -3.4541 0.9133 -0.22
O 0.2187 -3.7379 0.9503 0.00
C -1.1360 -1.8944 0.8394 -0.09
C -2.4146 -1.2002 0.3957 -0.44
O -3.4426 -1.7802 0.1169 0.08
N -2.2529 0.1348 0.3440 0.10
C -3.2785 1.0567 -0.0922 -0.29
C -3.5181 2.1512 0.9617 -0.14
C -2.6834 3.3341 0.4792 -0.20
C -2.8971 3.2969 -1.0310 -0.19
C -2.8429 1.8050 -1.3723 -0.13
C 0.0107 -1.7113 -0.1616 -0.07
C 1.2458 -0.9713 0.3024 -0.40
O 1.2841 0.1368 0.7965 0.09
H 3.3764 3.0329 1.8040 0.08
H 3.3461 4.1109 0.3969 0.08
H 2.3962 2.6121 0.3999 0.07
H 4.4870 2.4008 -0.9810 0.12
H 5.4551 2.6798 0.5008 0.12
H 3.9045 -1.2334 1.3220 0.14
H 4.3554 -1.9366 -0.2594 0.14
H 2.5600 -3.8416 -0.0512 0.14
H 2.2558 -3.0401 -1.6249 0.14
H -0.3508 -4.0573 -2.2572 0.11
H -2.5485 -4.3392 -0.6896 0.11
H -1.6917 -3.8618 1.7739 0.16
H -0.8435 -1.5143 1.8230 0.17
H -1.3502 0.5270 0.5746 0.14
H -4.1694 0.4458 -0.2546 0.14
H -3.2413 1.8105 1.9582 0.11
H -4.5736 2.4239 0.9728 0.11
H -2.9962 4.2768 0.9250 0.11
H -1.6296 3.1741 0.7129 0.11
H -3.8816 3.7013 -1.2707 0.11
H -2.1495 3.8704 -1.5763 0.11
H -1.8218 1.5145 -1.6242 0.11
H -3.4788 1.5567 -2.2198 0.11
H -0.3251 -1.2813 -1.1085 0.18
```

Computed properties:
Orbital gap = 10.087 eV
Energy above the lowest of the compared OMol25 structures with the same formula, charge and spin = 114.55 kJ/mol

=====

no.,calculated total energy (Ha)
1,-3019.54063
2,-1327.51534
3,-1509.01853
4,-1186.04086